DFT (ωB97M-V/def2-TZVPD) results for a molecular structure, C17H7Br5Cl2N2O3S4W at a distorted geometry.

Properties
- max |F| (eV/A) = 7.31
- spin multiplicity = 1
- DFT total energy (hartree) = -16436.7875
- ΔE to the lowest compared entry with this formula, charge and spin (eV) = 22.685

The geometry in XYZ format:
```
41
C17H7Br5Cl2N2O3S4W, DFT ωB97M-V/def2-TZVPD
W -1.301 0.992 0.655
S -1.822 0.243 -1.606
S -3.283 1.671 -1.562
S -2.196 3.312 -0.893
S -2.010 3.146 1.245
O 5.436 0.752 -4.160
C 4.199 0.459 -3.702
C 3.795 -0.832 -3.372
C 2.505 -1.014 -2.914
N 1.632 -0.021 -2.744
C 2.031 1.179 -3.087
Br 0.759 2.579 -2.913
C 3.292 1.497 -3.565
H 5.978 -0.043 -4.202
H 4.462 -1.680 -3.469
H 2.154 -2.008 -2.658
H 3.568 2.507 -3.830
Br -6.259 -3.924 1.065
C -4.743 -2.861 0.958
C -3.483 -3.319 0.735
Br -2.942 -5.083 0.481
C -2.602 -2.204 0.713
Br 1.290 -2.310 1.142
C -1.369 -1.793 0.692
O 0.413 -0.558 -0.372
C -3.528 -0.912 0.992
O -3.102 0.372 1.164
C -4.772 -1.412 1.128
Br -6.312 -0.410 1.461
Cl -0.191 -0.947 0.821
C -0.236 -0.475 2.180
C -0.584 0.249 3.272
C 0.509 0.686 4.115
C 1.556 1.371 3.590
C 1.686 1.897 2.242
Cl 2.861 3.180 2.049
C 0.821 1.869 1.180
N 0.440 1.852 0.014
H -1.499 -0.109 3.746
H 0.465 0.469 5.173
H 2.384 1.633 4.236
```